Molecular formula: C2H7N5
Method: DFT, the ωB97M-V functional and the def2-TZVPD basis

The geometry in XYZ format:
```
14
Properties=species:S:1:pos:R:3:forces:R:3
C -1.109106 2.882009 -0.332102 -3.5 2.9 0.7
C 0.082952 -2.446214 -0.520138 -0.6 0.4 -1.8
N -0.673517 1.811021 -0.742555 1.3 -2.9 -2.7
N -0.090239 1.123486 0.212986 1.8 -1.6 2.6
N -0.158829 -1.017604 -0.721229 -0.7 1.0 0.6
N 0.240179 -0.150244 0.116525 0.5 0.3 -1.2
N 1.355006 -0.415977 1.034847 -1.6 -1.6 -0.3
H -1.600736 3.565136 -1.003686 0.3 0.1 -0.6
H -1.436985 3.027954 0.687119 0.9 0.2 0.7
H -0.962339 -2.901350 -0.306597 2.0 0.4 -0.4
H 0.553119 -2.813606 -1.494951 -1.2 0.2 1.1
H 0.839702 -2.607975 0.202078 0.4 -0.5 1.2
H 0.960992 -0.385515 1.968657 0.1 0.2 0.0
H 1.999802 0.328877 0.899046 0.2 0.8 0.0
```
Forces are in eV/Å.

## Properties
**M**: 101.11 u
**Relative energy (zero: lowest compared OMol25 entry of this formula, charge and spin)**: 560.6 kJ/mol
**Kohn-Sham gap (spin up / spin down)**: 8.2375 / 8.2432 eV
**Strongest force on any atom**: 4.56 eV/Å
**Spin multiplicity**: 1
**E_HOMO (spin up / spin down)**: -7.91 / -7.91 eV
**Net charge**: 0